(1)
# C17H21N5O4

5 unconnected molecules or ions with the total composition C17H21N5O4 (wB97M-V/def2-TZVPD, OMol25).

Structure (SMILES): C[N+](=O)[O-].C[N+](=O)[O-].c1ccncc1.c1ccncc1.c1ccncc1
2S+1: 1
HOMO level in eV: -9.90
Orbital gap in eV: 10.0
Electronic energy in eV: -33604.0196

CARTESIAN COORDINATES (ANGSTROEM)
O 2.01192 1.63070 -1.31282
O -2.24617 5.47409 -2.10314
O -0.29242 6.26093 -2.58608
O 0.73174 1.94532 0.39286
N -2.41639 -0.50381 -1.24355
N 0.26441 -4.48049 -0.44505
N -1.03040 5.40310 -2.15515
N 1.24258 1.24098 -0.46098
N 4.37702 1.56393 2.41073
C 3.25753 1.38627 3.09141
C -0.69555 -3.56923 -0.35654
C -2.46322 0.82326 -1.39583
C -0.96790 -2.84200 0.78873
C 2.50711 0.21931 3.07313
C -4.71349 0.78280 -2.14436
C -4.69891 -0.59593 -1.98699
C 4.13089 -0.66452 1.56825
C -3.57696 1.51285 -1.82103
C -0.42377 4.13287 -1.65128
C -3.53799 -1.17547 -1.49927
C -0.21453 -3.11173 1.92431
C 4.80527 0.54401 1.66218
C 0.97190 -4.73039 0.64887
C 2.96195 -0.82902 2.29081
C 0.76973 -4.08297 1.85952
C 0.84234 -0.19051 -0.50382
H -1.75243 -2.10109 0.84323
H 4.52314 -1.46395 0.95171
H -0.68236 4.07552 -0.59973
H -1.26812 -3.40486 -1.26425
H -3.48005 -2.25136 -1.34855
H 2.92196 2.22087 3.70066
H -5.58682 -1.17806 -2.18583
H -0.90299 3.33535 -2.20986
H -0.01911 -0.34431 0.12972
H 0.56695 -0.39726 -1.53467
H -3.55893 2.59019 -1.92446
H 1.35726 -4.34017 2.73137
H 1.74678 -5.48369 0.54912
H -1.54869 1.34605 -1.13209
H 1.57652 0.15178 3.61788
H 0.64286 4.17554 -1.82629
H 1.69621 -0.79740 -0.21955
H -5.59407 1.28886 -2.52088
H -0.36639 -2.54193 2.83405
H 5.73043 0.73040 1.12834
H 2.40114 -1.75484 2.23517

---

(2)
# C17H21N5O5S

2 unconnected molecules or ions with the total composition C17H21N5O5S in a non-equilibrium geometry (wB97M-V/def2-TZVPD, OMol25).

Structure (SMILES): [H]/N=C1/NC(=O)/C(=C\c2ccc(O)cc2)S1.CNC(=O)[C@H](CC(N)=O)NC(C)=O
2S+1: 1
HOMO level in eV: -8.05
Orbital gap in eV: 7.5
Electronic energy in eV: -46494.4563

CARTESIAN COORDINATES (ANGSTROEM)
S 2.67569 2.13347 -0.44276
O -0.49804 2.24219 -0.89258
O 1.31908 -0.44496 1.96811
O 3.74563 -6.12352 -0.06298
O -4.11361 3.30793 -1.13393
O -3.65330 -1.23661 0.86410
N -1.87227 0.12404 0.68620
N -1.76201 1.45294 -2.52861
N 1.73606 1.69637 1.96821
N 1.47900 3.86568 1.30455
N -3.41391 4.68292 0.40724
C 3.59690 -4.77230 -0.17475
C -3.55280 3.46712 -0.06480
C -2.98799 2.30821 0.74382
C -2.92134 0.78585 -3.12136
C -2.47812 -0.98774 1.09767
C -1.51673 1.64919 -1.22893
C 1.91158 2.67752 1.03971
C 3.18603 -2.60232 0.82137
C 3.27590 -1.97629 -0.43602
C -2.50258 1.15205 -0.15060
C 2.59830 0.47074 0.13018
C -1.63232 -1.97718 1.86432
C 1.95193 0.45631 1.44393
C 3.32723 -3.98931 0.94583
C 3.72600 -4.16477 -1.41881
C 3.56346 -2.78227 -1.55111
C 3.14048 -0.52376 -0.66786
H -3.83579 1.32574 -2.86197
H -1.07327 1.84135 -3.15333
H 3.03873 -2.03758 1.73225
H 3.65909 -2.33997 -2.53875
H -0.89501 0.23634 0.91238
H -1.28622 -1.51684 2.78742
H 1.58338 4.56369 0.56988
H -2.99292 -0.24091 -2.75630
H 1.02655 1.81624 2.67691
H -2.15017 2.67252 1.33822
H -3.76435 1.94711 1.41699
H 3.56398 -6.40365 0.84750
H -2.91419 4.84365 1.26075
H -2.23120 -2.85775 2.09025
H 3.51845 -0.17097 -1.62349
H -0.77361 -2.26397 1.25908
H -3.37959 0.72803 -0.63993
H 3.24385 -4.44422 1.92694
H -2.82446 0.76887 -4.20788
H -3.78781 5.42027 -0.16149
H 3.94625 -4.77947 -2.28557

---

(3)
# C17H22AgN6S2Se2

A molecular structure, C17H22AgN6S2Se2 in a non-equilibrium geometry (wB97M-V/def2-TZVPD, OMol25).

2S+1: 1
HOMO level in eV: -9.85
Orbital gap in eV: 6.5
Electronic energy in eV: -183283.9112
Charge: +1

CARTESIAN COORDINATES (ANGSTROEM)
Ag -0.25867 -0.19159 -0.50158
Se -2.16810 -3.04488 -1.07520
Se -3.52144 -0.97592 -1.37193
S -1.17755 2.58371 -0.06711
S 1.93634 -0.28207 0.71407
N 3.26665 -2.24584 -0.28142
N 4.31139 -0.22451 -0.73532
N -1.49884 2.11462 2.52228
N -0.83747 4.14833 2.20568
N -1.38936 0.12612 -2.72749
N -1.15454 -1.82042 1.25671
C 3.33164 -0.91995 -0.17421
C -2.54159 -0.50315 -2.90031
C -0.95702 -0.05295 -5.12426
C -1.05308 4.00309 3.57447
C -3.05099 -0.82740 -4.21056
C -2.50019 -3.61128 2.95061
C -0.62307 0.39327 -3.79607
C -2.68156 -3.67506 1.54773
C -1.08576 -1.69629 2.57014
C 4.36243 -3.08811 -0.79456
C -1.95508 -2.81149 0.76988
C -0.50192 5.39996 1.58692
C -2.22365 -0.66370 -5.32914
C 4.37050 1.25588 -0.74841
C -1.74714 -2.53281 3.48955
C -1.11122 2.96389 1.56083
C -1.50198 2.72279 3.75320
H 3.60593 1.57562 -0.05659
H -1.79317 2.18772 4.64269
H -0.31511 0.13055 -5.97426
H 5.33449 1.63743 -0.43840
H -1.54979 -2.49418 4.58442
H -2.51684 -0.99975 -6.33143
H -1.41550 5.91457 1.31472
H -0.43523 -0.89067 2.89196
H -1.80115 1.14636 2.19398
H -1.03027 4.88469 4.29403
H 4.06381 -4.12475 -0.85343
H 5.31156 -2.95423 -0.22112
H 2.54549 -2.69637 0.28042
H 0.05203 5.20465 0.66552
H -3.37780 -4.38958 1.13633
H 0.12283 6.01245 2.25564
H -3.97420 -1.41351 -4.30366
H 0.30616 0.94013 -3.62211
H -2.98977 -4.27883 3.63159
H 5.03768 -0.78427 -1.19481
H 4.62357 -2.78927 -1.82967
H 4.15659 1.63703 -1.73032

---

(4)
# C17H22AuN4O5P

A molecular structure, C17H22AuN4O5P (wB97M-V/def2-TZVPD, OMol25).

2S+1: 3
HOMO level (spin up / spin down) in eV: -13.77 / -13.75
Orbital gap (spin up / spin down) in eV: 8.1 / 6.1
Expectation value of S²: 2.02
Electronic energy in eV: -47149.3798
Charge: +2

CARTESIAN COORDINATES (ANGSTROEM)
Au 0.97261 -0.19623 0.08568
P -0.89595 -0.25010 2.62164
O -0.50036 0.98486 1.89521
O 2.89100 0.66033 -0.00378
O -0.09234 -1.52615 2.44181
O 5.38633 1.81773 0.37492
O -0.81502 -1.15341 -0.53687
N -2.66275 -1.88764 1.35353
N 0.52146 0.65936 -1.79617
N -0.60594 0.18730 -2.41886
N 0.16742 -1.00211 4.99900
C -2.80677 -2.60773 -1.90704
C 4.03964 4.02012 -2.05646
C 4.85942 3.48529 -1.11429
C 1.15048 1.65076 -2.28719
C -2.64523 -0.67864 2.22995
C -2.47982 -1.28797 -2.22214
C -3.99277 -3.15951 -2.36772
C 2.39852 2.22681 -1.78367
C -3.33520 -0.53161 -3.01681
C 2.82655 3.36807 -2.40791
C -4.85685 -2.39149 -3.13858
C 5.42726 0.47359 0.91830
C -1.21950 -0.70510 -1.70793
C -0.79252 0.03147 4.45876
C 3.20849 1.65490 -0.73283
C -4.52450 -1.08399 -3.46601
C 4.50688 2.27652 -0.47527
H -2.09881 -3.22522 -1.36609
H -0.38204 1.02036 4.64598
H -3.09116 0.14148 1.67049
H 2.22255 3.78911 -3.20175
H 0.43763 -1.58775 4.17069
H -0.25794 -1.59815 5.70952
H -5.19359 -0.49325 -4.07643
H -5.78150 -2.82043 -3.50029
H 5.80501 3.93809 -0.85034
H 0.72017 2.09495 -3.18304
H 0.99928 -0.57947 5.41107
H -1.73836 -0.06049 4.98679
H 5.24697 -0.25502 0.13398
H 4.31933 4.93091 -2.56666
H -3.06538 0.48348 -3.27389
H -3.59962 -2.08941 0.99921
H -2.02211 -1.71172 0.52515
H -3.24444 -0.87026 3.11847
H -4.23128 -4.19205 -2.15050
H 4.69398 0.37901 1.71214
H 6.43530 0.38114 1.30658
H -2.30453 -2.71072 1.83967

---

Question: 2S+1 of number 3 (C17H22AgN6S2Se2)?
Answer: 1

---

Question: 2S+1 of number 1 (C17H21N5O4)?
Answer: 1